[1]
Molecular formula: C25H66BrNNbO7P2
Method: DFT, the ωB97M-V functional and the def2-TZVPD basis

As for the spin multiplicity: 1. The HOMO-LUMO gap is 5.84 eV. The HOMO energy comes out at -3.67 eV. As for the charge: -1. The value obtained for the lowest unoccupied orbital energy is 2.17 eV. The max |F| is 4.47 eV/Å.

Each line ends with the Löwdin charge.
Geometry (Å):
C (7.28921, 0.83084, -2.07099)  -0.08
C (6.03263, 1.42042, -2.61691)  -0.64
C (5.65230, 0.95083, -3.97774)  -0.07
N (5.36845, 2.26368, -1.98197)  -0.09
Nb (3.95005, 1.51412, -0.62001)  0.61
Br (3.52396, 3.89714, 0.47992)  -0.26
P (2.02706, 1.88503, -2.28137)  0.64
C (0.50998, 0.86693, -1.95064)  -0.38
O (2.39706, 1.40302, -3.86512)  -0.47
P (4.22749, -0.92896, -1.31562)  0.61
C (2.70977, -1.64598, -2.08977)  -0.38
O (4.31346, -1.82705, 0.11083)  -0.48
H (7.93317, 0.57067, -2.90018)  0.06
H (7.06488, -0.08287, -1.54070)  0.05
H (7.81944, 1.54536, -1.46499)  0.07
H (5.33322, 1.79704, -4.56675)  0.08
H (4.80031, 0.29700, -3.90702)  0.04
H (6.45710, 0.42269, -4.45692)  0.06
H (5.21233, 1.12458, 0.64569)  -0.12
H (2.75098, 0.87424, 0.58452)  -0.15
H (0.49797, -0.04835, -2.52440)  0.00
H (-0.35955, 1.44298, -2.25326)  0.00
H (0.41049, 0.67754, -0.89623)  0.01
H (1.89062, 0.60791, -4.08942)  0.01
H (2.56211, -1.27415, -3.09130)  0.00
H (1.83840, -1.50742, -1.46582)  0.00
H (2.87281, -2.71302, -2.17438)  0.01
H (3.49610, -1.64139, 0.60432)  -0.01
C (-3.66336, 1.50823, -3.11806)  -0.07
C (-3.14552, 0.10481, -3.38102)  -0.29
O (-3.14927, -0.72992, -2.23539)  -0.17
C (-4.40516, -0.95343, -1.62833)  -0.28
C (-5.43138, -1.61200, -2.53692)  -0.08
H (-3.07816, 1.98769, -2.33289)  0.08
H (-3.59082, 2.10900, -4.02498)  0.08
H (-4.70804, 1.50842, -2.80174)  0.06
H (-2.10596, 0.16541, -3.70229)  0.11
H (-3.69842, -0.36865, -4.20151)  0.11
H (-4.80152, -0.01881, -1.21554)  0.11
H (-4.20262, -1.60677, -0.77937)  0.12
H (-5.67533, -0.99002, -3.39911)  0.07
H (-6.35503, -1.79586, -1.98634)  0.07
H (-5.05414, -2.56467, -2.91084)  0.06
C (1.20949, 6.86253, 5.45306)  -0.08
C (0.91741, 5.42897, 5.86592)  -0.29
O (0.76711, 4.53791, 4.78366)  -0.19
C (1.89341, 4.39862, 3.91856)  -0.29
C (3.14484, 3.89433, 4.61062)  -0.08
H (0.42244, 7.23709, 4.79745)  0.08
H (1.26630, 7.50330, 6.33469)  0.07
H (2.15551, 6.94772, 4.91817)  0.07
H (-0.03210, 5.39629, 6.40415)  0.11
H (1.68469, 5.06557, 6.56046)  0.11
H (2.09039, 5.33907, 3.39640)  0.10
H (1.59473, 3.68181, 3.15565)  0.10
H (3.49892, 4.58446, 5.38022)  0.06
H (3.94076, 3.76866, 3.87730)  0.06
H (2.95515, 2.93147, 5.08860)  0.08
C (-1.13409, 1.78663, 4.62018)  -0.07
C (-2.10317, 2.66264, 3.85000)  -0.27
O (-3.30768, 2.00721, 3.46950)  -0.16
C (-4.09555, 1.49831, 4.52266)  -0.30
C (-4.56926, 2.55114, 5.51221)  -0.09
H (-0.87372, 0.90068, 4.03851)  0.08
H (-0.22674, 2.34733, 4.83601)  0.06
H (-1.55246, 1.44850, 5.57148)  0.07
H (-1.63886, 2.98104, 2.91798)  0.12
H (-2.32756, 3.57475, 4.41359)  0.10
H (-3.56497, 0.69288, 5.04467)  0.10
H (-4.96152, 1.04083, 4.04185)  0.11
H (-3.73708, 3.03078, 6.02800)  0.06
H (-5.21144, 2.09470, 6.26730)  0.07
H (-5.13495, 3.32940, 4.99773)  0.08
C (-1.06341, -3.75540, 2.47139)  -0.08
C (0.00401, -3.41338, 1.44434)  -0.28
O (1.13327, -2.75970, 1.98351)  -0.16
C (1.86763, -3.46119, 2.96656)  -0.28
C (2.44096, -4.78308, 2.48386)  -0.08
H (-1.39361, -2.85441, 2.98978)  0.08
H (-1.92372, -4.21147, 1.97956)  0.07
H (-0.69956, -4.45804, 3.22294)  0.06
H (-0.40929, -2.71785, 0.71361)  0.12
H (0.30648, -4.30950, 0.88874)  0.11
H (1.26009, -3.60694, 3.86846)  0.11
H (2.68407, -2.79514, 3.24406)  0.12
H (1.66016, -5.49111, 2.20027)  0.06
H (3.03668, -5.24264, 3.27361)  0.07
H (3.07964, -4.62286, 1.61421)  0.08
C (-1.54377, -4.63417, -4.27575)  -0.07
C (-2.34548, -3.37130, -4.54183)  -0.28
O (-2.24790, -2.89731, -5.87514)  -0.16
C (-2.69554, -3.77693, -6.88543)  -0.29
C (-4.15933, -4.16890, -6.76370)  -0.08
H (-0.49133, -4.47224, -4.51045)  0.08
H (-1.62848, -4.91530, -3.22593)  0.08
H (-1.89186, -5.47770, -4.87507)  0.06
H (-1.96606, -2.56819, -3.91155)  0.11
H (-3.39619, -3.51127, -4.26439)  0.09
H (-2.06012, -4.66950, -6.92707)  0.11
H (-2.54235, -3.24187, -7.82297)  0.12
H (-4.36168, -4.71786, -5.84338)  0.06
H (-4.44801, -4.80532, -7.60130)  0.07
H (-4.79237, -3.28032, -6.76695)  0.08

[2]
Molecular formula: C25H66FeO9
Method: DFT, the ωB97M-V functional and the def2-TZVPD basis

As for the relative energy (zero: lowest compared OMol25 entry of this formula, charge and spin): 1.761 eV. The expectation value of S² is 8.773. As for the spin multiplicity: 6. The HOMO-LUMO gap (alpha / beta) is 8.23 / 6.66 eV. The HOMO energy (alpha / beta) comes out at -12.11 / -12.11 eV. As for the charge: +1. The value obtained for the lowest unoccupied orbital energy (alpha / beta) is -3.88 / -5.44 eV. The max |F| is 6.04 eV/Å.

Each line ends with the Mulliken spin population.
Geometry (Å):
Fe (-2.41626, -2.23738, -0.73475)  4.05
C (-3.49776, -0.52124, 2.45956)  0.02
C (-3.30082, -2.00519, 2.39266)  -0.02
O (-3.06231, -2.61186, 1.16933)  0.48
H (-4.45843, -0.19949, 2.05745)  0.00
H (-2.73125, 0.07259, 1.96164)  0.00
H (-3.55497, -0.27642, 3.52017)  0.00
H (-4.12346, -2.45399, 2.94938)  0.02
H (-2.55801, -2.30122, 3.13340)  0.02
C (1.08967, 0.30937, -0.32482)  0.04
C (-0.45188, 0.47574, -0.45797)  -0.04
O (-1.11058, -0.74711, -0.24870)  0.37
H (1.32375, -0.45193, -1.06895)  0.00
H (1.39485, 0.00487, 0.67630)  -0.01
H (1.69513, 1.16154, -0.63360)  0.00
H (-0.77358, 0.92967, -1.39528)  -0.01
H (-0.79011, 1.12546, 0.34923)  0.02
C (0.42585, -4.05272, 3.31747)  0.00
C (0.55843, -2.63887, 2.82764)  0.00
C (1.83322, -1.80114, 3.38188)  0.00
O (0.62842, -2.68068, 1.46504)  0.00
H (-0.56531, -4.49617, 3.22232)  0.00
H (0.59853, -4.01428, 4.39301)  0.00
H (1.09591, -4.74389, 2.80618)  0.00
H (-0.32835, -2.05669, 3.07826)  0.00
H (2.77810, -2.34093, 3.31921)  0.00
H (1.67492, -1.63257, 4.44707)  0.00
H (2.01734, -0.91625, 2.77266)  0.00
H (0.39604, -1.79279, 1.18351)  0.00
C (-5.32316, -0.13635, -2.93786)  0.00
C (-4.38498, 0.06802, -1.74298)  -0.01
C (-4.93660, 0.94976, -0.65734)  0.00
O (-4.25326, -1.18517, -1.10716)  0.03
H (-5.09832, -1.07901, -3.43678)  0.00
H (-5.15097, 0.70822, -3.60506)  0.00
H (-6.40134, -0.17393, -2.78222)  0.00
H (-3.43746, 0.42686, -2.14489)  0.00
H (-4.13844, 1.17439, 0.05018)  0.00
H (-5.81740, 0.64179, -0.09392)  0.00
H (-5.30881, 1.88625, -1.07271)  0.00
H (-5.12601, -1.34728, -0.74159)  0.00
C (-0.15088, 1.85506, -4.81425)  0.00
C (0.78324, 3.10601, -4.66115)  0.00
C (1.76976, 2.90848, -3.53408)  0.00
O (1.48165, 3.24725, -5.90604)  0.00
H (-0.69722, 1.65019, -3.89358)  0.00
H (0.47064, 0.98422, -5.02268)  0.00
H (-0.87292, 1.87459, -5.63057)  0.00
H (0.11699, 3.93867, -4.43555)  0.00
H (2.54939, 2.15494, -3.64574)  0.00
H (1.31083, 2.79682, -2.55174)  0.00
H (2.28239, 3.85968, -3.39079)  0.00
H (0.80058, 3.47761, -6.54219)  0.00
C (1.04605, -3.89516, -2.01297)  0.00
C (-0.27490, -4.48250, -1.41500)  -0.01
C (0.01722, -5.80805, -0.73372)  0.00
O (-0.81481, -3.62613, -0.48031)  0.02
H (0.81771, -3.09433, -2.71626)  0.00
H (1.71633, -4.55123, -2.56830)  0.00
H (1.69074, -3.54140, -1.20841)  0.00
H (-1.05799, -4.70030, -2.14124)  0.01
H (0.69704, -6.52801, -1.18937)  0.00
H (-0.90573, -6.29702, -0.42199)  0.00
H (0.51624, -5.70879, 0.23025)  0.00
H (-0.12502, -3.56337, 0.18442)  0.00
C (-2.69806, 4.31450, 0.75354)  0.00
C (-2.30554, 5.08052, -0.51718)  0.00
C (-1.51105, 4.20069, -1.43486)  0.00
O (-3.50023, 5.35969, -1.22864)  0.00
H (-1.98586, 4.21954, 1.57320)  0.00
H (-2.96024, 3.27797, 0.54149)  0.00
H (-3.56359, 4.75598, 1.24755)  0.00
H (-1.75336, 5.98120, -0.24892)  0.00
H (-0.70378, 3.69979, -0.90051)  0.00
H (-1.02030, 4.82779, -2.17917)  0.00
H (-2.10051, 3.39675, -1.87565)  0.00
H (-3.19713, 5.71956, -2.06543)  0.00
C (4.39155, -1.22935, 0.33887)  0.00
C (5.75403, -1.49684, 0.98423)  0.00
C (6.30967, -2.85427, 0.66651)  0.00
O (6.68222, -0.45907, 0.71173)  0.00
H (3.54862, -1.77628, 0.76129)  0.00
H (4.42356, -1.40707, -0.73607)  0.00
H (4.01801, -0.21597, 0.48593)  0.00
H (5.59604, -1.42669, 2.06044)  0.00
H (6.21350, -2.95329, -0.41472)  0.00
H (5.65920, -3.62320, 1.08331)  0.00
H (7.36738, -3.00296, 0.88390)  0.00
H (6.72866, -0.42528, -0.24655)  0.00
C (1.04115, 1.83700, 3.78483)  0.00
C (2.15576, 2.80933, 3.48422)  0.00
C (2.68928, 2.56120, 2.06446)  0.00
O (1.64733, 4.14090, 3.57197)  0.00
H (1.38560, 0.82884, 4.01523)  0.00
H (0.30834, 1.77418, 2.98038)  0.00
H (0.46749, 2.20997, 4.63331)  0.00
H (3.01373, 2.60375, 4.12432)  0.00
H (1.96631, 2.92856, 1.33613)  0.00
H (2.79948, 1.48991, 1.89629)  0.00
H (3.58077, 3.13516, 1.81166)  0.00
H (1.97431, 4.62028, 2.80719)  0.00

What are the total energy values for these records? In order: -4887.1554, -2932.5891 hartree.